No. 1
Below is a cluster of 2 separate species, C3H8IN2O in total at a distorted geometry, with properties calculated with ωB97M-V/def2-TZVPD.

Last column: Mulliken charge in e.
Positions of all 15 atoms, in Å:
C: 0.10335 -0.52259 -1.52523  0.251
C: 2.09026 -0.05712 -0.18121  -0.833
C: -0.65844 1.28444 0.92816  -0.566
N: 0.70866 0.01652 -0.54361  0.130
N: -0.48754 -0.82722 -2.45194  -0.046
O: -0.20109 0.00678 0.59184  -0.167
I: -3.00612 -1.70826 1.02482  -0.152
H: 2.49820 -1.06514 -0.45430  0.335
H: 2.65207 0.86056 -0.59182  0.327
H: 2.04937 0.20503 0.82924  0.336
H: -0.46892 1.99432 0.06867  0.315
H: -0.14062 1.74321 1.81305  0.255
H: -1.66736 1.29041 1.17709  0.277
H: -1.12192 -1.39518 -3.14173  0.404
H: -2.34992 -1.82575 2.45696  0.132

Force components x, y, z for each atom (eV/Å):
0.37 0.39 0.37
1.86 0.92 -2.04
2.29 3.36 -0.48
-1.70 0.35 1.75
-2.83 -2.08 -3.30
0.85 -1.24 -0.95
-0.47 -0.09 -0.49
0.04 1.19 0.60
-0.64 -1.76 -0.06
0.35 -0.50 1.86
-0.46 -0.71 0.88
0.01 -0.77 -0.71
-1.93 -0.53 0.09
1.99 1.52 1.99
0.27 -0.05 0.48

Summary:
Maximum force = 0.0937 hartree/bohr
Net charge = +1
HOMO energy = -13.01 eV
Gap between HOMO and LUMO = 8.48 eV

No. 2
Below is a structure of composition C12H27N3OPtSi at a distorted geometry, with properties calculated with ωB97M-V/def2-TZVPD.

Last column: Mulliken charge in e.
Positions of all 45 atoms, in Å:
Pt: 0.96527 -0.43143 0.34588  1.224
N: 2.47530 -0.77529 4.14339  -0.403
C: 2.21126 -0.68898 2.83273  0.648
O: 1.04036 -0.69155 2.42518  -0.715
C: 3.32329 -0.48062 1.85746  -0.730
C: 2.91151 -1.04894 0.49414  -1.323
H: 1.70619 -0.76533 4.79199  0.249
H: 3.41445 -0.68438 4.48512  0.205
H: 4.29869 -0.85226 2.20251  0.397
H: 3.41089 0.61246 1.82341  0.297
H: 3.01481 -2.14141 0.48177  0.372
H: 3.61686 -0.66348 -0.26151  0.418
N: 1.15988 -0.01805 -1.66058  -0.645
C: 0.21822 -0.75307 -2.54895  -0.648
C: 0.76715 -2.06886 -3.10105  -0.615
C: 0.45517 -3.40070 -2.39676  -0.811
C: 1.20951 -3.68458 -1.09075  -0.437
N: 0.53856 -3.09372 0.05045  -0.460
H: 0.87392 0.96415 -1.64712  0.377
H: 2.10833 -0.05547 -2.02470  0.330
H: -0.01306 -0.09392 -3.39262  0.407
H: -0.69706 -0.89752 -1.97821  0.345
H: 1.85356 -1.97836 -3.20953  0.311
H: 0.38442 -2.14952 -4.12190  0.345
H: 0.68765 -4.19258 -3.11472  0.363
H: -0.61966 -3.47919 -2.21070  0.352
H: 2.20415 -3.23157 -1.16526  0.169
H: 1.36565 -4.76928 -0.97506  0.392
H: 0.98492 -3.31062 0.93390  0.202
H: -0.42855 -3.38686 0.12877  0.183
C: -4.21209 2.58088 1.76907  -0.961
Si: -2.84759 3.00991 0.51563  0.017
C: -3.64018 3.27824 -1.19412  -0.966
C: -1.99474 4.62624 1.05870  -0.953
C: -1.62555 1.65488 0.42857  0.710
C: -0.81255 0.74993 0.37059  -1.261
H: -4.95334 3.37490 1.83883  0.294
H: -3.78786 2.42478 2.75793  0.289
H: -4.72252 1.66505 1.48149  0.288
H: -4.37241 4.08246 -1.17089  0.287
H: -4.14211 2.37414 -1.53041  0.296
H: -2.88333 3.53134 -1.93315  0.292
H: -2.69894 5.45461 1.11280  0.290
H: -1.20819 4.89743 0.35837  0.284
H: -1.54021 4.50612 2.03930  0.295

Force components x, y, z for each atom (eV/Å):
-0.35 1.63 -0.40
-0.10 -0.10 0.03
0.39 0.28 0.04
-0.29 -0.24 0.04
0.55 -0.20 0.03
0.24 0.04 -0.07
0.00 -0.02 0.04
-0.04 -0.03 -0.02
-0.20 -0.03 0.30
0.00 -0.04 -0.23
0.17 0.04 0.18
-0.20 -0.09 0.08
-0.70 0.23 0.30
-0.01 0.07 -0.10
0.05 -0.09 -0.01
0.08 0.12 0.13
0.10 -0.13 -0.23
-0.50 -0.23 0.21
0.12 -0.19 -0.08
-0.06 -0.10 0.13
-0.01 -0.08 0.03
-0.02 0.00 -0.03
0.06 -0.01 -0.03
0.00 -0.05 0.03
0.05 0.01 0.08
-0.06 0.04 0.00
-0.01 -0.07 0.03
-0.07 0.11 -0.14
0.07 0.02 -0.13
0.04 -0.08 -0.11
0.39 0.15 -0.37
-0.08 0.11 0.04
0.23 -0.08 0.51
-0.29 -0.50 -0.17
-0.73 0.66 -0.08
1.20 -1.18 -0.02
-0.08 0.12 -0.01
0.09 -0.01 0.12
-0.05 -0.13 -0.07
-0.10 0.12 0.03
-0.06 -0.14 -0.01
0.12 0.04 -0.07
-0.12 0.07 -0.01
0.10 0.01 -0.10
0.06 -0.05 0.12

Summary:
Maximum force = 0.0334 hartree/bohr
Net charge = 0
HOMO energy = -6.81 eV
Gap between HOMO and LUMO = 7.25 eV

No. 3
Below is a cluster of 6 separate species, C4H22N2O5 in total, with properties calculated with ωB97M-V/def2-TZVPD.

Last column: Mulliken charge in e.
Positions of all 33 atoms, in Å:
C: -1.64236 0.73258 1.22621  0.266
C: -1.07163 1.63899 0.14015  -0.982
C: 0.04479 1.02861 -0.70946  0.149
N: 1.37575 1.14033 -0.09842  -0.902
C: -0.71805 0.46618 2.43879  -0.943
N: -0.13273 -0.86814 2.53130  -0.851
H: -1.90489 -0.23964 0.80158  -0.247
H: -2.58607 1.14340 1.58564  0.358
H: -0.68700 2.55629 0.59017  0.328
H: -1.87571 1.97613 -0.52233  0.398
H: 0.09384 1.52818 -1.67609  0.401
H: -0.20579 -0.00712 -0.95920  -0.205
H: 1.48964 0.50105 0.68074  0.064
H: 2.08188 0.91014 -0.78307  0.431
H: 0.07655 1.21149 2.44895  0.435
H: -1.26932 0.64116 3.36307  0.350
H: -0.86473 -1.56417 2.58083  0.325
H: 0.48323 -1.07560 1.75149  0.140
H: -1.85822 -1.46260 -2.27448  0.314
H: -2.19105 -1.43391 -0.77466  0.312
O: -2.13545 -2.02452 -1.53415  -0.803
H: 0.21685 -1.46463 -2.91160  0.424
H: -0.29137 -1.08448 -4.33560  0.244
O: -0.31767 -0.80037 -3.41826  -0.735
H: -0.35365 -2.78577 -1.57435  0.442
H: 1.04253 -2.40806 -0.95497  0.271
O: 0.59164 -2.73230 -1.76830  -1.300
H: 1.40399 2.97734 0.58439  0.468
H: 2.48161 4.04412 0.83612  0.271
O: 1.53497 3.89623 0.89628  -0.748
H: 3.01685 -1.79166 0.22630  -0.366
H: 2.09592 -2.70319 1.12081  -0.025
O: 2.07565 -1.94608 0.49213  0.717

Force components x, y, z for each atom (eV/Å):
0.00 -0.05 0.18
0.15 0.17 -0.12
0.01 -0.20 -0.10
-0.44 0.58 0.22
-0.03 -0.11 -0.08
-0.04 0.43 0.18
0.01 -0.07 -0.07
-0.09 0.19 0.00
-0.03 0.06 0.13
-0.03 -0.21 -0.04
-0.02 0.17 0.02
-0.02 -0.11 0.11
0.13 -0.18 -0.17
0.15 -0.22 0.03
0.18 -0.01 -0.04
-0.13 -0.03 0.04
0.09 -0.13 -0.15
0.00 -0.17 0.04
0.19 0.13 -0.08
0.04 -0.03 -0.07
-0.37 -0.07 0.06
-0.01 0.06 -0.04
0.06 -0.04 0.01
-0.08 -0.02 -0.04
-0.06 -0.04 0.34
0.06 -0.26 -0.09
0.21 0.16 -0.22
0.32 -0.19 -0.10
0.02 -0.10 -0.01
-0.20 0.24 0.07
-0.03 -0.18 0.16
0.31 0.01 -0.11
-0.33 0.26 -0.08

Summary:
Maximum force = 0.0148 hartree/bohr
Net charge = -1
HOMO energy (alpha / beta) = 0.26 / -6.22 eV
Gap between HOMO and LUMO (alpha / beta) = 2.80 / 9.18 eV
2S+1 = 2

No. 4
Below is a structure of composition C4H7N2 at a distorted geometry, with properties calculated with ωB97M-V/def2-TZVPD.

Last column: Mulliken charge in e.
Positions of all 13 atoms, in Å:
C: -0.28206 -0.81628 -1.09965  0.093
C: -0.26452 -1.71697 -1.97942  -0.327
C: -0.10142 0.36713 -0.19880  -0.007
C: 0.58883 -0.68529 0.52359  -0.105
N: 1.92721 -0.88259 0.64139  -0.411
N: -1.65278 1.44034 0.06287  -0.511
H: 0.42446 1.23015 -0.55146  0.298
H: 0.00724 -1.28501 1.14954  0.376
H: 2.08117 -1.86102 0.94379  0.284
H: 2.80113 -0.47633 0.19792  0.283
H: -2.22661 0.92833 0.75144  0.357
H: -2.00808 1.41639 -0.84552  0.323
H: -1.29457 2.34114 0.40431  0.348

Force components x, y, z for each atom (eV/Å):
0.09 3.55 2.46
-0.02 -0.72 -0.36
-0.83 -0.73 -2.85
1.31 0.67 -0.72
0.54 -1.01 0.27
2.56 -2.21 3.04
0.57 0.01 -0.34
-0.77 -1.04 0.79
0.28 1.07 -0.10
-2.27 -0.16 0.35
0.04 0.70 -0.55
-0.90 0.21 -1.74
-0.58 -0.37 -0.27

Summary:
Maximum force = 0.0883 hartree/bohr
Net charge = +1
HOMO energy = -13.99 eV
Gap between HOMO and LUMO = 8.52 eV

No. 5
Below is an isolated molecule of CH3NS2 at a distorted geometry, with properties calculated with ωB97M-V/def2-TZVPD.

Last column: Mulliken charge in e.
Positions of all 7 atoms, in Å:
C: 1.31449 -1.06251 -1.31668  -0.257
S: 1.41960 -0.73637 0.23735  0.210
N: -0.21895 -0.25174 0.82827  -0.515
S: 3.75698 0.22576 0.11316  -0.113
H: 0.23495 -1.05058 -1.61951  0.199
H: -0.57843 -0.53783 1.75963  0.246
H: -0.92267 -0.36493 0.20047  0.231

Force components x, y, z for each atom (eV/Å):
-0.62 -0.14 0.07
-2.23 0.15 0.29
3.12 0.22 3.17
-0.08 0.13 0.08
0.82 0.00 -0.15
1.07 0.09 -0.78
-2.09 -0.44 -2.68

Summary:
Maximum force = 0.0866 hartree/bohr
Net charge = 0
HOMO energy (alpha / beta) = -9.26 / -9.34 eV
Gap between HOMO and LUMO (alpha / beta) = 6.97 / 7.09 eV
SMILES = C#S(N)=S

No. 6
Below is a structure of composition C25H24AsIrN4S4Si, with properties calculated with ωB97M-V/def2-TZVPD.

Last column: Mulliken charge in e.
Positions of all 60 atoms, in Å:
Ir: 0.62346 2.04283 0.77024  1.968
N: 3.58420 -6.28092 -4.55603  -0.593
C: 3.30366 -5.32659 -3.97812  -0.004
C: 2.95233 -4.13185 -3.25446  0.573
C: 1.61484 -3.76351 -3.11633  -0.936
C: 1.28632 -2.61470 -2.42507  -0.040
C: 2.26975 -1.80192 -1.84207  -0.203
C: 3.60738 -2.19074 -1.99852  -0.381
C: 3.94800 -3.33475 -2.69314  -0.935
C: 1.88683 -0.58563 -1.11247  -0.182
C: 1.05008 0.34446 -1.79269  0.932
C: 0.74309 0.35626 -3.16719  -0.595
C: 0.03809 1.53328 -3.42399  -1.472
C: -0.06065 2.20016 -2.21306  -0.241
N: 0.53661 1.48990 -1.22616  -0.550
C: 2.41746 -0.38314 0.19684  0.440
C: 3.28835 -1.20678 0.91249  -0.370
C: 3.57003 -0.57222 2.14371  -1.137
C: 2.83915 0.58034 2.16848  -0.879
N: 2.09292 0.69983 1.00847  0.011
H: 0.83976 -4.38408 -3.54595  0.429
H: 0.24836 -2.33181 -2.31416  0.460
H: 4.38660 -1.56473 -1.58737  0.631
H: 4.98705 -3.61052 -2.81708  0.431
H: 1.04958 -0.38532 -3.88483  0.542
H: -0.34722 1.87675 -4.36985  0.428
H: -0.52000 3.15303 -2.01099  0.463
H: 3.67564 -2.15332 0.58013  0.682
H: 4.23982 -0.91519 2.91516  0.433
H: 2.80621 1.35587 2.91286  0.545
S: -2.06494 5.17112 2.55392  -0.382
As: 0.00113 4.74831 2.30666  0.518
S: 0.65264 2.83359 3.05351  -0.437
S: 0.58871 4.32948 0.23683  -0.418
S: 0.65844 6.52176 3.22990  -0.365
C: -2.94375 -1.38107 2.68451  -1.397
Si: -1.36601 -0.66896 1.94317  -0.178
C: -0.20366 -0.59251 3.38020  -0.670
C: -0.84508 -1.88107 0.63712  -0.623
N: -1.48233 0.93732 1.12584  0.089
C: -2.61506 1.51442 0.69946  0.483
C: -2.59138 2.78270 0.05354  -0.133
C: -3.74069 3.39780 -0.38642  -1.065
C: -4.97398 2.78047 -0.22520  -0.421
C: -5.04379 1.53297 0.39831  -0.836
C: -3.90641 0.91473 0.85300  -0.134
H: -2.60251 -2.26393 3.23312  0.353
H: -3.67524 -1.72426 1.95412  0.412
H: -3.43436 -0.72140 3.40129  0.411
H: -0.10677 -1.61573 3.75414  0.333
H: -0.61016 0.03341 4.17555  0.299
H: 0.78855 -0.23299 3.13489  0.139
H: -0.66379 -2.84533 1.11899  0.503
H: 0.06096 -1.59022 0.11150  -0.025
H: -1.64070 -2.01279 -0.09949  0.339
H: -1.64932 3.28988 -0.05635  0.424
H: -3.67263 4.37368 -0.84817  0.420
H: -5.87741 3.26447 -0.57332  0.383
H: -6.00289 1.04975 0.53201  0.415
H: -3.99530 -0.04057 1.33851  0.116

Force components x, y, z for each atom (eV/Å):
0.03 0.23 -0.25
0.01 -0.04 -0.02
-0.05 0.18 0.11
0.05 -0.19 -0.11
-0.02 0.03 0.02
0.01 0.00 0.01
-0.01 -0.06 -0.03
-0.02 0.03 0.00
0.02 0.01 0.00
0.04 0.00 0.00
0.10 0.03 0.04
-0.04 -0.03 -0.02
0.00 0.00 0.03
-0.08 0.04 0.03
0.07 0.00 0.18
-0.24 0.01 0.04
0.08 0.03 0.00
0.01 -0.05 -0.03
-0.06 0.14 -0.11
0.18 -0.15 0.12
0.00 -0.01 -0.01
-0.01 0.01 -0.01
0.01 0.02 0.02
0.00 0.00 0.00
0.01 -0.04 -0.03
0.00 0.01 -0.03
-0.03 0.03 0.02
0.03 -0.05 -0.03
0.01 -0.02 0.02
-0.05 0.00 0.06
-0.04 0.25 0.07
0.15 -0.22 0.02
-0.04 -0.19 -0.03
-0.07 -0.25 -0.03
-0.13 0.10 0.02
0.07 -0.11 0.14
-0.04 0.19 -0.24
-0.03 0.03 0.02
0.00 -0.07 -0.03
0.06 0.00 0.15
-0.11 -0.08 -0.01
-0.05 0.04 0.05
0.08 -0.01 0.00
-0.09 -0.01 -0.01
0.02 0.03 -0.01
-0.06 -0.01 -0.04
-0.03 -0.02 0.06
0.02 -0.11 0.03
-0.01 0.03 0.00
0.01 0.00 0.07
0.00 0.02 0.03
0.14 0.03 -0.06
0.00 -0.05 -0.03
0.07 0.07 0.01
-0.03 0.01 -0.02
0.11 0.01 -0.04
0.01 0.01 0.00
0.00 0.00 0.00
-0.01 -0.01 0.00
-0.01 0.17 -0.12

Summary:
Maximum force = 0.0066 hartree/bohr
Net charge = -1
HOMO energy (alpha / beta) = -3.31 / -5.06 eV
Gap between HOMO and LUMO (alpha / beta) = 5.70 / 5.11 eV
2S+1 = 6